The following is a quantum chemistry calculation of a 18-piece molecular cluster, C52H148N8O18 overall in a non-equilibrium geometry, from the Open Molecules 2025 dataset.

Properties
Frontier orbital gap (eV): 9.024
HOMO level (eV): -8.62
DFT total energy (eV): -105088.559
Strongest force on any atom (eV/Å): 3.6

XYZ file:
```
226
Properties=species:S:1:pos:R:3:mulliken_charge:R:1
C -4.043 -16.745 -10.362 -1.3856
C -3.804 -15.924 -9.104 2.7768
C -2.489 -15.235 -9.019 -0.8755
O -1.795 -15.751 -7.951 -0.0485
C -0.642 -16.475 -8.383 -0.4953
N -4.955 -14.910 -9.078 -0.4539
H -3.286 -17.517 -10.501 0.4121
H -4.182 -16.211 -11.301 0.1422
H -4.983 -17.296 -10.347 -0.0081
H -3.924 -16.561 -8.228 -0.8438
H -2.557 -14.152 -8.920 -0.1377
H -1.965 -15.401 -9.960 0.5190
H 0.015 -15.813 -8.948 0.3900
H -0.758 -17.430 -8.896 0.2785
H -0.192 -16.560 -7.394 -0.1559
H -5.554 -15.335 -8.385 -0.3117
H -4.605 -14.062 -8.654 0.1786
C -6.690 -22.292 -2.695 -1.7537
C -6.360 -22.253 -4.136 1.6681
C -6.705 -23.499 -4.974 -1.3301
O -6.762 -23.230 -6.394 -0.2278
C -7.388 -24.291 -7.114 -0.8376
N -7.149 -21.166 -4.710 0.5650
H -6.548 -21.321 -2.220 0.1678
H -6.210 -23.126 -2.183 0.4710
H -7.747 -22.510 -2.542 0.3780
H -5.312 -21.954 -4.170 -0.2436
H -7.659 -23.907 -4.639 0.6671
H -6.034 -24.333 -4.772 0.4329
H -8.064 -24.803 -6.429 0.3983
H -6.614 -24.936 -7.530 0.2751
H -7.963 -23.922 -7.963 0.1281
H -6.952 -21.095 -5.698 -0.0425
H -6.956 -20.323 -4.187 -0.7502
C -6.752 -11.098 -1.512 -1.6920
C -6.933 -12.087 -0.329 1.4126
C -6.968 -11.354 0.989 -1.3729
O -5.654 -10.738 1.179 -0.2926
C -5.645 -9.358 1.413 -0.8070
N -8.210 -12.788 -0.520 -0.2701
H -6.813 -11.596 -2.480 0.3899
H -5.739 -10.696 -1.467 0.4930
H -7.429 -10.256 -1.656 0.3870
H -6.103 -12.788 -0.237 -0.4922
H -6.944 -12.110 1.774 0.3255
H -7.781 -10.662 1.207 0.6037
H -6.367 -9.053 2.172 0.3761
H -5.772 -8.809 0.480 0.2828
H -4.638 -9.026 1.664 0.2659
H -8.427 -13.018 -1.479 -0.0777
H -9.007 -12.237 -0.234 0.3605
C -12.687 -21.153 -9.624 -1.3111
C -11.539 -22.208 -9.506 0.7441
C -11.123 -22.540 -8.119 -0.7296
O -10.597 -21.340 -7.496 -0.0329
C -10.336 -21.556 -6.104 -0.7608
N -12.018 -23.334 -10.315 -0.7641
H -12.324 -20.201 -9.237 0.1845
H -13.520 -21.422 -8.975 0.3139
H -13.026 -20.902 -10.629 0.4390
H -10.633 -21.875 -10.012 0.1890
H -10.366 -23.323 -8.164 0.1171
H -11.996 -22.856 -7.549 0.3743
H -9.822 -20.820 -5.486 0.0234
H -9.593 -22.325 -5.895 0.2363
H -11.300 -21.792 -5.653 0.4147
H -11.264 -23.935 -10.616 0.2756
H -12.289 -22.892 -11.182 0.2867
C -4.911 -15.047 -1.068 -0.9982
C -5.597 -16.380 -0.966 2.9879
C -4.726 -17.622 -0.771 -1.4073
O -3.830 -17.674 -1.903 0.2962
C -2.970 -18.812 -1.832 -0.9054
N -6.525 -16.234 0.145 -0.8508
H -3.996 -15.097 -1.659 -0.2676
H -4.499 -14.634 -0.148 0.6035
H -5.604 -14.351 -1.541 0.0862
H -6.146 -16.480 -1.903 -1.4318
H -5.376 -18.487 -0.635 0.3751
H -4.086 -17.567 0.110 0.3809
H -2.656 -19.004 -2.858 0.0327
H -3.606 -19.625 -1.483 0.4102
H -2.115 -18.623 -1.183 0.2542
H -7.288 -16.896 0.162 0.3318
H -7.026 -15.357 0.151 0.2943
C 0.383 -16.667 -4.578 -1.2693
C -0.345 -15.316 -4.503 1.5957
C -1.721 -15.318 -3.703 -0.7454
O -2.421 -14.089 -3.890 0.0883
C -3.022 -14.136 -5.143 -0.5941
N 0.548 -14.275 -3.891 -0.8197
H 0.268 -17.100 -5.572 0.1825
H 0.064 -17.320 -3.766 0.3017
H 1.427 -16.405 -4.412 0.3501
H -0.616 -15.072 -5.531 -0.4622
H -1.647 -15.430 -2.621 0.4285
H -2.432 -16.089 -3.999 -0.3384
H -3.579 -15.028 -5.431 0.1683
H -2.260 -13.909 -5.889 0.6313
H -3.820 -13.395 -5.192 -0.1838
H 1.076 -14.556 -3.078 0.3219
H -0.208 -13.733 -3.497 0.2360
C -11.106 -14.421 -1.524 -1.6324
C -10.264 -14.358 -2.796 1.7042
C -10.964 -14.958 -4.043 -1.1605
O -10.097 -15.045 -5.171 0.1390
C -10.549 -15.842 -6.331 -0.9464
N -10.104 -12.912 -2.966 -0.3957
H -12.040 -13.896 -1.719 0.4272
H -10.641 -14.004 -0.631 0.2496
H -11.373 -15.420 -1.179 0.3189
H -9.276 -14.771 -2.593 -0.3963
H -11.890 -14.425 -4.255 0.2105
H -11.192 -15.997 -3.804 0.4286
H -11.298 -15.160 -6.733 0.4037
H -11.120 -16.764 -6.215 0.4086
H -9.838 -15.915 -7.154 0.2511
H -9.418 -12.678 -3.668 -0.0630
H -10.972 -12.422 -3.128 0.3315
C -6.590 -15.197 -4.868 -1.6977
C -6.371 -16.158 -6.010 3.0158
C -6.668 -17.651 -5.499 0.4398
O -5.720 -18.551 -5.972 0.5793
C -4.559 -18.494 -5.092 -0.3364
N -7.151 -15.818 -7.154 0.3079
H -7.565 -15.134 -4.386 0.1498
H -6.412 -14.164 -5.166 0.4731
H -5.779 -15.378 -4.163 0.0028
H -5.352 -16.046 -6.380 -1.0462
H -7.668 -17.891 -5.860 0.1454
H -6.827 -17.612 -4.421 -1.0124
H -3.675 -19.007 -5.472 -0.3274
H -4.695 -18.937 -4.106 0.0388
H -4.095 -17.520 -4.939 -0.3453
H -7.015 -14.834 -7.337 -0.1580
H -8.072 -15.949 -6.760 -0.6498
C -8.323 -11.877 -7.786 -0.9768
C -9.057 -12.291 -6.541 0.4706
O -8.628 -11.634 -5.322 -0.3718
H -8.840 -12.444 -8.560 0.3695
H -7.307 -12.270 -7.799 0.0233
H -8.427 -10.850 -8.136 0.3840
H -8.866 -13.355 -6.403 -0.5024
H -10.145 -12.335 -6.565 0.3986
H -8.898 -10.716 -5.401 0.2099
C -12.590 -15.762 -11.007 -1.2600
C -11.457 -16.784 -10.630 0.0807
O -10.437 -15.979 -10.036 -0.3693
H -13.443 -16.199 -11.527 0.3598
H -12.193 -14.885 -11.519 0.3127
H -12.928 -15.307 -10.076 0.2700
H -11.169 -17.334 -11.525 0.3396
H -11.820 -17.446 -9.844 0.1001
H -9.601 -16.358 -10.318 0.2345
C -8.840 -19.163 -8.798 0.5978
C -7.830 -18.734 -9.932 -0.3125
O -7.900 -17.337 -10.007 -0.5456
H -8.606 -18.614 -7.886 -0.6013
H -8.739 -20.233 -8.617 0.1750
H -9.871 -18.834 -8.930 -0.0677
H -8.085 -19.225 -10.872 0.4234
H -6.869 -19.041 -9.518 0.0192
H -7.385 -16.906 -9.321 0.1752
C -1.900 -12.524 -0.845 -1.5396
C -3.199 -11.950 -1.559 1.5498
O -3.277 -10.616 -1.154 -0.6129
H -1.515 -13.498 -1.144 0.2315
H -2.055 -12.725 0.215 0.4202
H -1.175 -11.710 -0.821 0.4011
H -4.116 -12.419 -1.205 -0.6650
H -3.141 -12.081 -2.640 -0.0819
H -3.581 -10.646 -0.244 0.3445
C -4.177 -21.799 -9.103 -1.6319
C -4.626 -21.482 -7.690 1.2153
O -4.309 -22.466 -6.833 -0.6021
H -3.170 -22.207 -9.190 0.3319
H -4.198 -20.888 -9.701 0.2956
H -4.823 -22.552 -9.552 0.3696
H -5.697 -21.292 -7.617 0.0775
H -4.015 -20.640 -7.364 -0.2979
H -5.091 -22.919 -6.508 0.4662
C -3.131 -10.034 -7.485 -1.0938
C -3.756 -11.391 -7.737 0.5547
O -5.051 -11.220 -8.294 -0.3127
H -3.863 -9.620 -6.792 0.0273
H -2.890 -9.390 -8.332 0.3752
H -2.236 -10.321 -6.933 0.3596
H -3.850 -11.818 -6.738 -0.2737
H -3.170 -12.042 -8.386 0.1394
H -4.956 -10.989 -9.221 0.2944
C -0.088 -21.306 -4.305 -1.4406
C -1.461 -20.948 -4.936 0.9730
O -1.513 -21.577 -6.164 -0.6411
H 0.752 -20.864 -4.841 0.3276
H 0.084 -22.381 -4.249 0.4003
H -0.163 -20.934 -3.284 0.3480
H -1.686 -19.886 -5.033 -0.2244
H -2.275 -21.336 -4.324 -0.0185
H -2.433 -21.582 -6.439 0.2273
C -5.710 -9.307 -4.487 -0.2104
C -4.520 -8.376 -4.289 -0.6105
O -3.504 -9.345 -4.056 -0.4556
H -5.562 -10.031 -5.289 -0.0144
H -6.572 -8.801 -4.922 0.4251
H -6.096 -9.792 -3.591 -0.0491
H -4.687 -7.685 -3.462 0.3564
H -4.288 -7.758 -5.156 0.3549
H -3.483 -9.561 -3.121 0.2626
C -4.019 -13.228 -12.735 -1.1332
C -3.553 -12.295 -11.595 0.5221
O -4.762 -11.672 -11.143 -0.6160
H -3.173 -13.766 -13.164 0.3575
H -4.498 -12.775 -13.604 0.3210
H -4.630 -13.998 -12.265 0.1941
H -2.809 -11.602 -11.986 0.4068
H -3.145 -12.908 -10.791 -0.3508
H -5.434 -12.336 -10.971 0.3254
C -8.373 -18.824 -2.247 0.3198
C -9.062 -19.043 -0.887 -0.6665
O -9.156 -17.761 -0.191 -0.4877
H -7.585 -18.082 -2.122 -0.4031
H -8.964 -18.375 -3.045 0.3523
H -7.946 -19.764 -2.597 -0.1630
H -8.456 -19.759 -0.332 0.3488
H -10.072 -19.420 -1.047 0.3659
H -9.518 -17.802 0.697 0.2364
```


The following is a quantum chemistry calculation of one molecule with the formula C3H6O in a non-equilibrium geometry, from the Open Molecules 2025 dataset.

Properties
Energy relative to the best compared isomer or geometry (same formula, charge and spin) (kJ/mol): 115.5
Frontier orbital gap (eV): 10.088
HOMO level (eV): -9.17
DFT total energy (eV): -5254.498
SMILES string: C=C(C)O
Strongest force on any atom (eV/Å): 2.7

XYZ file:
```
10
Properties=species:S:1:pos:R:3:mulliken_charge:R:1
C -1.374 0.252 0.592 -0.7743
C -0.231 0.236 -0.059 0.6068
C 0.681 -0.853 -0.488 -0.9780
O 0.361 1.514 -0.212 -0.5453
H -1.951 -0.596 0.936 0.2729
H -1.788 1.227 0.816 0.2586
H 0.741 -1.024 -1.559 0.2597
H 1.765 -0.638 -0.396 0.3011
H 0.572 -1.701 0.187 0.2948
H 1.224 1.582 0.184 0.3036
```


The following is a quantum chemistry calculation of C35H41Cl2F3KN3O2Sb as an isolated structure in a non-equilibrium geometry, from the Open Molecules 2025 dataset.

Properties
Energy relative to the best compared isomer or geometry (same formula, charge and spin) (kJ/mol): 197.1
Frontier orbital gap (eV): 7.211
HOMO level (eV): -9.95
DFT total energy (eV): -101579.256
Net charge: +1
Strongest force on any atom (eV/Å): 5.5

XYZ file:
```
88
Properties=species:S:1:pos:R:3:mulliken_charge:R:1
K 9.833 10.381 11.288 0.7898
C 7.662 6.881 9.621 -1.5546
C 7.786 7.298 11.036 0.4605
C 8.673 6.708 11.913 -0.7410
C 9.047 7.212 13.186 0.7852
C 10.174 6.676 13.968 -1.3930
C 8.306 8.272 13.658 -0.5194
C 7.255 8.819 12.876 0.9379
C 6.374 9.900 13.395 -1.4330
C 6.989 8.305 11.630 -0.5411
H 7.025 7.570 9.065 0.2876
H 7.348 5.866 9.523 0.4184
H 8.627 6.982 9.128 0.3293
H 9.239 5.800 11.584 0.3456
H 9.803 5.908 14.714 0.3297
H 10.694 7.432 14.517 0.1889
H 10.939 6.135 13.369 0.3791
H 8.563 8.758 14.631 0.3840
H 6.316 9.706 14.449 0.4282
H 5.358 9.894 12.980 0.3843
H 6.707 10.949 13.284 0.2276
H 6.105 8.780 11.212 0.3507
N 6.714 10.553 7.311 -0.7029
C 6.824 11.825 6.518 -0.2109
C 6.902 13.025 7.655 -1.1010
C 8.134 12.997 8.532 -0.0750
N 8.042 12.004 9.656 -0.3059
C 9.464 12.837 7.648 -1.2288
C 9.405 11.795 6.474 0.0821
N 9.404 10.406 7.085 0.0910
C 8.135 11.877 5.659 -1.1582
H 6.037 10.631 8.068 0.2163
H 8.362 10.322 7.426 0.4263
H 6.379 9.953 6.549 0.2965
H 5.938 12.025 6.011 0.5561
H 5.984 12.987 8.265 0.3834
H 6.871 13.976 7.025 0.4048
H 8.270 13.979 8.943 0.5031
H 7.552 11.231 9.216 0.1472
H 7.404 12.420 10.360 0.2684
H 10.354 12.707 8.233 0.3914
H 9.514 13.798 7.112 0.5106
H 10.337 11.932 5.887 0.3419
H 10.128 10.237 7.855 0.1733
H 9.627 9.637 6.348 0.4559
H 8.116 11.003 5.019 0.4033
H 8.001 12.783 5.057 0.4572
F 16.606 16.530 16.672 -0.3215
C 15.928 15.598 15.910 0.1714
C 16.701 14.794 15.067 -0.4312
C 15.984 13.805 14.414 -0.3216
C 14.586 13.724 14.484 0.0474
C 13.883 14.821 15.019 -0.8044
C 14.563 15.685 15.824 -0.0717
Sb 13.293 12.059 13.977 0.7748
C 12.919 11.392 16.008 -0.0680
C 12.890 12.233 17.095 0.0410
C 12.819 11.763 18.421 -0.6514
C 12.728 10.406 18.551 0.4643
F 12.787 9.911 19.823 -0.3161
C 12.741 9.516 17.433 -0.8254
C 12.748 10.042 16.187 -0.1218
C 14.868 10.536 13.819 -0.3994
C 15.851 10.252 14.767 -0.2536
C 16.680 9.150 14.423 -0.7137
C 16.459 8.385 13.317 0.3801
F 17.264 7.357 13.032 -0.3252
C 15.398 8.643 12.445 -0.3752
C 14.600 9.682 12.746 0.3292
H 17.804 14.787 14.935 0.3828
H 16.537 13.136 13.771 0.4398
H 12.757 14.932 15.063 0.2958
H 14.051 16.423 16.463 0.3933
H 12.975 13.341 16.904 0.1380
H 12.811 12.413 19.321 0.3996
H 12.581 8.395 17.609 0.3095
H 12.782 9.268 15.365 0.2606
H 15.981 10.899 15.610 0.5915
H 17.459 8.868 15.225 0.2778
H 15.175 8.101 11.543 0.4502
H 13.724 9.900 12.120 -0.1105
Cl 13.947 7.938 8.796 -0.1517
C 13.575 9.633 9.020 0.2435
Cl 13.783 10.622 7.535 -0.1912
C 12.202 10.002 9.678 0.5586
O 11.187 9.748 9.010 -0.9010
O 12.328 10.284 10.969 -0.8527
H 14.311 9.960 9.765 0.0870
```